121
Properties=species:S:1:pos:R:3 method="wB97M-V/def2-TZVPD" lumo_energy_ha=-0.0071 homo_energy_ev=-8.5 orbital_gap_ev=8.26 total_charge=0
I -0.41 -1.60 4.40
Br 1.63 0.83 3.59
P -1.45 0.48 3.55
O 1.54 1.89 1.12
O 2.99 -1.77 -1.32
O -1.63 1.37 4.93
O -1.25 0.23 -7.77
O -5.40 -0.07 0.37
O 2.08 3.85 2.15
O 2.27 -4.24 5.73
O 0.07 2.79 2.58
O -6.13 -0.36 -4.23
O 4.84 3.51 6.54
O -1.21 -7.84 9.62
O 0.21 1.95 -3.80
N 4.72 -0.34 -0.95
N -4.38 0.63 -5.29
N -2.06 0.65 -1.61
N -7.08 -0.26 -1.13
N 1.76 1.86 -5.45
N 3.28 5.06 5.98
N 3.96 -2.77 6.07
N -1.32 -0.69 -9.84
N -2.73 2.59 -0.53
N -2.52 0.54 0.66
N 0.55 -6.97 8.49
C -1.91 1.36 -0.35
C -3.59 0.75 -4.06
C -0.06 1.39 2.58
C 2.73 1.21 -4.58
C 3.38 -3.82 5.47
C 1.12 -6.53 7.22
C -1.75 -0.53 -8.58
C 6.05 0.10 -1.32
C 1.36 -6.88 9.69
C -6.25 -0.74 -0.20
C 4.11 -1.36 -1.58
C -0.69 -7.46 8.59
C 2.76 4.25 4.89
C -1.96 -1.62 -10.76
C -5.59 0.07 -5.23
C -3.80 1.13 -6.53
C -6.97 1.15 -1.49
C 1.33 2.94 1.94
C 0.56 2.17 -4.95
C 2.68 6.36 6.24
C 2.12 2.14 -6.83
C -0.17 0.08 -10.29
C -0.45 1.79 -0.04
C 3.23 -2.07 7.12
C 5.29 -2.31 5.71
C 4.30 4.59 6.71
C 0.28 1.11 1.11
C 4.02 0.33 0.13
C -8.06 -1.09 -1.79
H 2.34 -6.47 9.44
H -3.42 -0.23 -3.63
H 3.64 1.01 -5.13
H 3.78 -0.38 0.91
H -7.87 -1.09 -2.87
H 1.48 -7.87 10.13
H 2.30 -1.68 6.72
H -1.23 -7.49 7.62
H 6.03 1.14 -1.63
H 3.09 0.74 -0.25
H 0.62 0.11 0.90
H -2.85 0.62 -6.74
H 4.72 -1.81 -2.38
H 2.32 0.26 -4.21
H 2.41 3.30 5.28
H -6.39 -1.81 0.01
H 6.73 0.00 -0.47
H 4.64 1.13 0.54
H 6.44 -0.51 -2.14
H 0.87 -6.24 10.42
H -5.97 1.36 -1.87
H 4.01 -4.28 4.69
H -2.46 1.84 4.80
H -2.80 -2.11 -10.27
H 1.62 6.23 6.47
H 2.01 -7.12 6.99
H -2.62 -1.16 -8.33
H -1.77 -0.31 -1.48
H 5.95 -2.36 6.58
H -0.11 2.66 -5.68
H -3.60 2.20 -6.42
H 2.78 7.00 5.36
H -7.15 1.77 -0.61
H -0.39 1.14 -10.21
H 2.99 2.80 -6.86
H -8.01 -2.11 -1.42
H 4.61 5.28 7.52
H -2.33 -1.07 -11.63
H -2.63 3.17 0.30
H -7.70 1.38 -2.26
H -1.47 1.10 -2.30
H -9.06 -0.69 -1.61
H 0.13 1.55 -0.92
H -4.50 0.98 -7.35
H 2.94 1.85 -3.73
H 0.40 -6.66 6.41
H 5.70 -2.93 4.92
H 3.83 -1.25 7.50
H -2.64 1.22 -4.29
H 2.99 -2.76 7.93
H 3.56 4.06 4.17
H 0.69 -0.15 -9.67
H 1.29 2.62 -7.34
H -3.37 0.15 0.26
H 0.05 -0.17 -11.33
H -2.86 1.15 1.39
H -6.09 0.04 -6.22
H 3.17 6.84 7.08
H 2.36 1.21 -7.35
H 5.25 -1.28 5.37
H 1.95 4.77 4.39
H -1.24 -2.37 -11.09
H 1.39 -5.49 7.28
H -4.13 1.35 -3.33
H -0.41 2.87 0.03
H -2.35 3.11 -1.31